No. 1
Computed, not measured: 3 unconnected molecules or ions with the total composition C5H13NO, with ωB97M-V with the def2-TZVPD basis set.

The geometry in XYZ format:
```
20
Properties=species:S:1:pos:R:3:forces:R:3:mulliken_charge:R:1
C -1.2713 -0.2709 -2.0662 0.31 -0.27 0.33 -0.698
N -0.5226 0.8048 -1.4123 -0.16 0.59 -0.46 -0.943
C 0.1753 0.4247 1.9232 0.34 -1.03 -0.04 -0.933
C 1.5137 0.5658 1.3033 0.16 0.12 -0.63 -0.152
C 1.9952 -0.2139 0.2459 0.89 0.08 0.38 -0.077
C 1.6734 -1.4894 -0.1346 0.16 0.43 0.44 -0.772
O -2.4920 0.2077 0.3402 -0.28 0.19 0.44 -0.998
H -2.3271 -0.1111 -1.8810 -0.15 0.12 -0.13 0.303
H -1.0712 -0.3534 -3.1428 0.12 0.03 0.05 0.265
H -1.0741 -1.2305 -1.5721 0.04 -0.14 -0.25 0.165
H -1.1850 1.1664 -0.7121 0.25 -0.38 0.03 0.444
H -0.2366 -0.5433 1.6222 -0.12 0.09 0.16 0.227
H -0.5735 1.0962 1.5043 -0.10 0.28 0.02 0.225
H 0.1888 0.4627 3.0133 -0.01 0.26 0.07 0.388
H 2.1830 1.4028 1.4851 -0.46 0.27 0.37 0.253
H 0.2700 0.4310 -0.9027 -0.42 0.08 -0.27 0.449
H 2.8329 0.2658 -0.2618 -0.02 -0.21 -0.18 0.227
H 0.9809 -2.0394 0.4815 -0.25 -0.31 -0.32 0.308
H 2.2321 -1.9478 -0.9377 -0.25 -0.20 -0.01 0.258
H -3.1379 0.3988 1.0293 -0.04 0.00 -0.01 0.062
```
Forces are in eV/Å.

LUMO (spin up / spin down)	3.93 / 3.13	eV
multiplicity	2
F_max	0.0211	Eh/bohr
charge	-1
calculated total energy	-8930.80578	eV

***

No. 2
Computed, not measured: a molecular structure, C40H76Br2FIN2O15S9, with ωB97M-V with the def2-TZVPD basis set.

The geometry in XYZ format:
```
146
Properties=species:S:1:pos:R:3:forces:R:3:mulliken_charge:R:1
C 2.3021 -2.6030 1.0197 -0.55 2.37 -2.01 -0.949
C 1.8257 -1.4122 0.3786 1.76 -3.05 1.42 -0.220
C 2.0580 -1.2230 -1.2239 -1.10 -1.55 1.49 -0.259
C 3.1300 -0.1037 -1.5502 2.70 -0.74 2.15 1.282
C 4.4716 -0.8986 -2.0772 1.58 1.53 -5.09 -0.727
O 4.9841 -0.5474 -3.1858 -2.02 -1.12 4.93 -0.550
N 5.0810 -2.0388 -1.3450 0.43 0.98 -1.35 0.155
C 6.5510 -1.9724 -1.2969 2.74 -0.58 4.33 0.353
O 7.0877 -2.0055 -0.1624 -2.18 0.36 -5.65 -0.413
F 7.4200 -1.9268 -2.4135 -2.77 -0.09 1.95 -0.235
C 3.7307 0.6897 -0.2441 1.41 0.36 -0.37 -0.956
Br 2.4318 1.9945 0.5206 -1.03 -2.41 -0.10 -0.031
C 5.0611 1.5910 -0.6516 0.22 -0.06 0.61 0.231
C 6.4112 1.0675 0.0603 0.26 0.58 -0.24 -0.981
Br 4.8080 3.4822 0.0272 1.69 -0.12 -1.05 -0.215
O 2.9016 0.9170 -2.5107 -2.06 -1.63 -0.24 -0.018
S 1.5388 0.9066 -3.4326 -0.41 6.80 -5.99 1.495
O 0.7098 2.0975 -3.0247 1.52 -3.88 0.50 -0.629
O 1.9846 1.1816 -4.8679 -0.62 -1.78 4.17 -0.723
C 0.6579 -0.7230 -3.4752 0.82 -2.06 2.59 -2.422
I 2.1223 -2.0425 -4.5273 -0.01 0.35 0.40 0.186
N -0.5912 -0.8316 -4.1963 0.53 0.57 -0.32 1.480
C -1.3743 0.3612 -4.5080 -4.64 2.92 0.90 0.314
C -1.0523 1.4917 -5.6193 -0.14 -0.41 0.39 -1.254
O -2.4793 0.5263 -3.8940 4.60 -1.23 -2.16 -0.576
C -0.7785 -1.9239 -5.1503 -1.38 -4.20 -2.17 0.332
C -0.7004 -1.6234 -6.7492 0.08 0.37 0.52 -0.883
O -1.0997 -3.1218 -4.8637 1.66 5.31 0.01 -0.528
C 0.5998 -1.1625 -1.8911 -1.51 -0.16 0.53 2.630
C -0.3518 -0.1270 -1.0593 -0.43 0.84 -0.51 -1.502
C -0.1297 -2.6194 -1.7680 -0.14 -0.48 -0.55 -0.715
C -1.7297 -2.5550 -1.7924 -0.82 -1.14 0.39 -0.028
C -2.4470 -2.6246 -0.3696 -2.64 0.67 3.28 0.192
C -1.8724 -3.2033 0.9438 -2.40 1.10 0.53 -0.134
C -2.6300 -3.1957 2.3298 -2.06 2.05 -4.19 -0.807
C -4.0659 -2.5503 2.3555 1.84 -0.39 -2.55 -0.241
C -4.7244 -1.9689 1.0622 4.15 -1.65 -0.66 -0.573
C -3.8996 -2.0127 -0.2817 1.11 -1.23 3.14 -0.326
H 2.8042 -3.4282 0.3841 -0.86 1.47 1.15 0.173
H 2.2742 -2.7780 2.1436 -0.22 0.40 -1.73 0.300
H 1.3373 -0.6264 1.0406 0.74 -0.98 -1.35 0.277
H 2.4944 -2.2526 -1.5383 -0.62 1.79 0.40 0.483
H 4.7416 -2.8894 -1.8291 0.43 0.40 0.39 0.405
H 4.1554 -0.0475 0.5411 -1.44 1.14 -1.20 0.413
H 5.2087 1.7019 -1.7733 -0.39 -0.17 1.54 0.531
H 6.9220 1.9661 0.5805 -0.73 -1.60 -1.07 0.459
H 7.1073 0.6582 -0.7600 -0.94 0.56 1.43 0.151
H 6.2477 0.2861 0.8764 0.02 0.94 -1.29 0.215
H -0.1568 1.2337 -6.2800 -1.32 0.54 1.08 0.206
H -0.8977 2.4938 -5.0638 -0.03 -1.83 -0.80 0.393
H -2.0181 1.6170 -6.2313 1.53 -0.38 0.81 0.442
H 0.0611 -0.7843 -6.9867 -1.28 -1.51 0.41 0.252
H -1.7406 -1.3075 -7.1475 1.57 -0.48 0.70 0.278
H -0.4114 -2.6183 -7.2592 -0.48 1.72 0.97 0.329
H -0.7214 -0.5536 -0.0686 0.66 0.24 -1.45 0.443
H 0.1631 0.8682 -0.8341 -0.52 -1.46 -0.37 0.244
H -1.3065 0.1467 -1.6573 1.67 -0.59 0.86 -0.192
H 0.1694 -3.1841 -0.8162 -0.19 1.23 -1.29 0.300
H 0.1784 -3.3272 -2.6340 -0.30 1.41 1.30 0.132
H -2.1810 -1.6710 -2.3576 0.87 -1.20 0.80 -0.147
H -2.0828 -3.4973 -2.3711 0.61 1.53 0.90 0.578
H -0.8216 -3.6455 0.9635 -1.59 0.68 -0.14 0.192
H -2.1162 -3.6162 3.2621 -1.00 0.75 -1.59 0.344
H -4.6099 -2.5145 3.3562 0.77 0.09 -1.60 0.389
H -5.7656 -1.4775 1.0426 1.94 -0.96 0.25 0.304
H -4.3766 -1.5588 -1.2194 0.86 -0.72 1.50 0.263
C -1.3683 4.0661 -10.6435 -0.08 0.04 -0.08 -0.998
S -1.1409 3.5287 -8.9345 -0.22 -0.09 0.05 0.569
O -2.3867 2.8144 -8.5195 0.32 0.31 -0.12 -0.593
C -1.1982 5.1826 -8.2113 -0.08 0.09 0.02 -0.919
H -1.4028 3.1823 -11.2816 0.02 0.01 0.15 0.324
H -2.3048 4.6190 -10.7389 0.02 -0.05 0.09 0.302
H -0.5281 4.6954 -10.9423 0.00 -0.05 0.07 0.370
H -2.1455 5.6650 -8.4592 0.01 -0.10 -0.03 0.315
H -0.3638 5.7752 -8.5901 0.00 -0.08 0.01 0.362
H -1.1124 5.0887 -7.1280 0.02 -0.10 -0.10 0.277
C -4.5071 1.2491 4.2202 0.05 -0.05 -0.05 -0.614
S -4.4635 0.2130 5.6982 0.00 0.03 -0.06 0.493
O -4.9694 -1.1418 5.3115 -0.08 0.32 0.04 -0.635
C -5.8015 1.0647 6.5607 -0.19 0.04 0.02 -0.895
H -3.7679 0.8728 3.5114 -0.10 -0.05 0.04 0.172
H -5.4986 1.2078 3.7653 0.03 -0.07 0.06 0.227
H -4.2594 2.2776 4.4898 -0.01 -0.06 0.10 0.316
H -6.7116 1.0346 5.9581 0.08 -0.10 -0.05 0.346
H -5.5101 2.0985 6.7521 0.15 -0.11 0.00 0.226
H -5.9786 0.5572 7.5099 0.10 -0.02 -0.09 0.340
C -5.6880 2.8038 0.8419 0.11 -0.05 0.05 -0.923
S -4.5627 1.7168 -0.0591 0.09 -0.12 0.15 0.593
O -3.7420 0.9818 0.9505 -0.12 0.52 -0.19 -0.470
C -3.5355 3.0409 -0.7330 0.11 0.04 -0.03 -0.540
H -6.4078 2.1865 1.3815 0.09 -0.04 -0.10 0.367
H -5.1286 3.4125 1.5533 -0.05 -0.07 -0.06 0.109
H -6.2194 3.4445 0.1358 0.04 -0.05 0.00 0.412
H -3.1122 3.6339 0.0800 -0.07 -0.10 0.04 -0.011
H -4.1389 3.6740 -1.3860 -0.01 -0.07 0.01 0.420
H -2.7277 2.5906 -1.3119 -0.10 -0.06 0.04 0.108
C -6.5300 -2.9776 -6.9435 -0.07 -0.09 -0.07 -0.932
S -5.0194 -1.9883 -6.9050 0.06 -0.10 -0.11 0.556
O -4.3434 -2.1500 -8.2293 -0.12 -0.07 0.40 -0.643
C -4.1436 -3.0320 -5.7209 -0.09 -0.03 -0.05 -0.286
H -7.2193 -2.5278 -7.6592 0.13 0.04 0.05 0.340
H -6.2993 -3.9983 -7.2547 0.08 0.07 0.00 0.283
H -6.9883 -2.9811 -5.9530 0.06 0.05 -0.02 0.326
H -4.0619 -4.0491 -6.1089 -0.01 0.08 -0.06 0.409
H -4.6795 -3.0342 -4.7699 0.00 0.07 -0.04 0.387
H -3.1470 -2.6218 -5.5718 -0.26 -0.04 -0.07 -0.454
C -2.7600 5.3795 6.4762 -0.09 -0.01 -0.06 -0.811
S -2.7202 4.3361 7.9502 -0.07 -0.24 -0.06 0.359
O -3.2255 2.9846 7.5584 0.00 0.52 0.02 -0.499
C -4.0606 5.1854 8.8128 -0.12 0.01 -0.01 -0.946
H -2.0190 5.0062 5.7680 -0.03 -0.06 0.13 0.356
H -3.7501 5.3410 6.0184 0.04 -0.07 0.08 0.118
H -2.5125 6.4067 6.7504 0.01 -0.06 0.04 0.442
H -4.9692 5.1580 8.2082 0.08 -0.05 -0.03 0.283
H -3.7705 6.2190 9.0093 0.05 -0.06 -0.01 0.366
H -4.2401 4.6742 9.7594 0.10 -0.02 -0.10 0.337
C -3.2531 6.3748 1.8096 0.00 -0.03 -0.09 -1.035
S -4.4219 6.2538 3.1809 -0.13 -0.01 -0.18 0.674
O -5.4483 5.2337 2.8073 0.29 0.40 0.09 -0.625
C -5.1615 7.8830 2.9363 -0.09 0.04 -0.05 -1.105
H -2.6980 5.4378 1.7454 -0.08 0.05 0.11 0.208
H -3.7914 6.5422 0.8747 -0.06 -0.02 0.09 0.366
H -2.5576 7.1951 1.9951 -0.04 -0.04 0.05 0.448
H -5.5797 7.9550 1.9306 0.04 -0.09 0.04 0.341
H -4.4029 8.6536 3.0844 0.01 -0.08 0.02 0.381
H -5.9579 8.0142 3.6699 0.09 -0.11 -0.02 0.326
C 9.2469 -4.7585 4.2571 -0.32 0.26 -0.04 -0.504
S 8.0553 -3.4528 3.8920 0.14 -0.30 -0.21 0.477
O 6.6884 -4.0154 4.1277 0.28 0.02 -0.08 -0.637
C 8.3325 -3.4357 2.1076 -0.18 0.10 0.06 -0.719
H 9.2171 -4.9661 5.3277 0.02 0.17 -0.46 -0.099
H 8.9882 -5.6645 3.7055 -0.08 0.08 0.00 0.331
H 10.2491 -4.4248 3.9821 -0.05 0.05 0.05 0.393
H 8.1301 -4.4237 1.6894 -0.01 -0.01 0.12 0.333
H 9.3640 -3.1446 1.9016 -0.03 0.01 0.07 0.386
H 7.6557 -2.7079 1.6594 0.18 -0.21 0.31 0.144
C 7.9052 -7.0295 7.7988 -0.05 -0.08 -0.08 -0.909
S 9.4166 -6.0427 7.8495 0.05 -0.19 0.02 0.494
O 10.1028 -6.2053 6.5298 -0.01 -0.38 0.78 -0.642
C 10.2814 -7.0883 9.0411 0.08 -0.08 0.01 -0.960
H 7.2222 -6.5780 7.0777 0.12 0.06 0.04 0.309
H 8.1369 -8.0503 7.4891 0.08 0.08 0.00 0.312
H 7.4391 -7.0325 8.7856 0.06 0.06 -0.03 0.351
H 10.3640 -8.1052 8.6531 -0.04 0.08 -0.06 0.304
H 9.7374 -7.0895 9.9871 -0.01 0.06 -0.06 0.374
H 11.2798 -6.6787 9.1988 -0.11 0.05 -0.08 0.332
```
Forces are in eV/Å.

LUMO	-1.02	eV
F_max	0.1765	Eh/bohr
charge	0
calculated total energy	-324805.89056	eV

***

No. 3
Computed, not measured: a molecular structure, C13H24AuCl3N3O3Ta, with ωB97M-V with the def2-TZVPD basis set.

The geometry in XYZ format:
```
48
Properties=species:S:1:pos:R:3:forces:R:3:mulliken_charge:R:1
N 2.4835 -0.8717 0.2209 0.80 -0.52 0.56 -0.159
C 4.0661 -2.0323 -0.4652 5.50 -5.97 -4.50 0.482
O 5.1186 -2.6219 -0.6250 -5.80 2.25 0.00 -0.217
Au 4.3874 -0.8683 0.8869 0.48 3.98 4.29 0.461
Ta 0.7829 -0.1555 0.3194 -3.42 1.84 0.59 0.913
N -0.5727 -1.5250 -0.1485 0.82 0.57 1.99 1.214
N 0.0902 1.4556 -0.7429 0.37 -1.93 0.84 0.414
C -0.4107 -2.7014 -0.9685 0.29 0.00 -0.46 0.861
C 0.3263 2.8725 -0.5544 0.60 0.69 1.34 1.165
C 0.4662 -2.3084 -2.1647 -0.28 -0.34 -0.38 -1.433
C -1.7435 -3.3046 -1.4494 0.35 0.08 -0.29 -1.653
C 0.3264 -3.7289 -0.1044 0.02 -0.12 0.02 -1.328
C 0.4361 3.6208 -1.8734 0.17 0.11 -0.19 -1.795
C -0.8507 3.5054 0.2029 -0.29 -0.11 0.22 -1.212
C 1.5705 3.0790 0.3394 -0.09 -0.06 -0.12 -1.595
H -0.0371 -1.6107 -2.8524 0.09 -0.16 0.31 0.299
H 0.5924 -3.2456 -2.7059 0.48 0.18 -0.31 0.565
H 1.4627 -1.9013 -1.8939 -0.51 -0.31 -0.03 0.191
H -2.3904 -3.7252 -0.6636 0.51 0.06 -0.27 0.395
H -1.4038 -4.0902 -2.1296 -0.54 -0.13 0.06 0.479
H -2.3352 -2.5895 -2.0281 0.10 -0.03 0.00 0.410
H 1.2911 -3.3202 0.2222 -0.06 -0.28 -0.20 0.200
H 0.4543 -4.6190 -0.7294 0.18 -0.02 0.41 0.492
H -0.2463 -3.9668 0.7997 0.06 -0.14 -0.30 0.334
H 1.1764 3.1811 -2.5420 0.07 0.11 -0.02 0.395
H 0.7241 4.6334 -1.5925 0.10 0.02 -0.34 0.479
H -0.5291 3.6842 -2.3785 0.12 -0.03 -0.02 0.479
H -1.7532 3.4349 -0.4013 -0.15 0.04 0.25 0.423
H -0.6549 4.5718 0.3637 0.07 -0.27 0.00 0.453
H -0.9791 3.0170 1.1762 -0.15 0.16 -0.16 0.190
H 1.3969 2.7803 1.3971 -0.01 0.09 -0.62 0.255
H 1.7650 4.1619 0.3480 0.25 -0.44 0.11 0.498
H 2.4536 2.5530 -0.0645 -0.14 0.25 0.02 0.326
C -0.9864 1.1710 -1.6432 -1.09 0.09 -0.80 -0.604
H -1.3247 0.1360 -1.6141 0.49 0.01 -0.29 0.085
H -1.9043 1.7467 -1.4794 0.34 0.33 0.26 0.287
H -0.6219 1.4723 -2.6269 -0.24 -0.49 -0.39 0.388
C -1.7413 -1.6207 0.7389 -0.85 0.59 0.34 -0.360
H -1.9068 -2.5432 1.3439 0.67 0.27 -0.84 0.307
H -1.7368 -0.8304 1.4859 -0.10 0.19 -0.22 -0.465
H -2.6014 -1.4879 0.0711 -0.12 -0.01 0.41 0.423
Cl -0.9223 0.9352 5.8780 -0.07 0.22 -0.82 -0.047
C -1.0626 0.4321 4.1968 0.67 -0.46 -0.29 0.586
Cl -0.8926 -1.3456 4.1695 -0.37 0.07 -0.13 -0.107
Cl -2.5419 1.0317 3.3974 -0.08 -0.35 0.36 -0.089
C 0.0233 1.0360 3.2529 0.26 2.74 1.65 0.095
O 0.4857 2.1267 3.5062 -0.26 -1.79 -0.63 -0.522
O 0.2700 0.3759 2.1242 0.74 -0.97 -1.43 -0.959
```
Forces are in eV/Å.

LUMO (spin up / spin down)	-10.97 / -10.96	eV
F_max	0.1805	Eh/bohr
charge	+2
calculated total energy	-67271.61273	eV

***

No. 4
Computed, not measured: C6H7NO in the gas phase, with ωB97M-V with the def2-TZVPD basis set.

The geometry in XYZ format:
```
15
Properties=species:S:1:pos:R:3:forces:R:3:mulliken_charge:R:1
C -0.0111 1.2332 2.4501 -1.58 -2.82 -0.96 -0.159
C -0.4402 0.3126 1.7129 -0.11 2.17 1.58 -0.471
C -0.9222 -0.6871 0.6402 0.29 -0.93 0.60 -0.267
C -0.4516 -0.0942 -0.7178 0.46 -0.26 0.29 0.354
C -1.2924 -0.0325 -1.9395 -0.96 -1.57 0.91 -0.115
O -2.4819 -0.3940 -1.9672 2.41 1.10 -0.30 -0.542
C 0.8999 0.1326 -0.8907 -2.22 -0.39 -4.50 -0.047
N 1.8545 -0.1467 -0.0381 3.28 1.10 4.51 -0.425
H 0.1533 1.8559 3.3638 -0.02 -0.81 -1.63 0.368
H -2.0439 -1.1063 0.6521 2.33 1.84 0.13 0.294
H -0.3372 -1.6705 0.8898 -0.66 1.69 -0.71 0.249
H -0.6494 0.1523 -2.8642 -1.01 0.22 0.56 0.170
H 1.1732 0.3798 -1.9939 -0.17 -0.32 1.96 0.175
H 2.9052 -0.2317 -0.2663 -2.77 0.66 0.14 0.267
H 1.6439 0.2967 0.9689 0.74 -1.69 -2.58 0.149
```
Forces are in eV/Å.

LUMO	0.66	eV
F_max	0.1106	Eh/bohr
charge	0
calculated total energy	-9869.06517	eV